{"formula": "C44H76N8O8", "method": "the ωB97M-V functional and the def2-TZVPD basis", "orbital_gap_ev": 7.9, "e_homo_ha": -0.27632, "total_charge": 0, "total_energy_ha": -2762.09538, "symbols": ["C", "C", "O", "C", "H", "H", "H", "H", "H", "H", "C", "C", "O", "C", "H", "H", "H", "H", "H", "H", "C", "C", "O", "C", "H", "H", "H", "H", "H", "H", "C", "C", "O", "C", "H", "H", "H", "H", "H", "H", "C", "C", "O", "C", "H", "H", "H", "H", "H", "H", "C", "C", "O", "N", "C", "H", "H", "H", "H", "H", "H", "H", "C", "C", "O", "N", "C", "H", "H", "H", "H", "H", "H", "H", "C", "C", "O", "N", "C", "H", "H", "H", "H", "H", "H", "H", "N", "C", "C", "C", "C", "H", "H", "H", "H", "H", "N", "C", "C", "C", "C", "H", "H", "H", "H", "H", "N", "C", "C", "C", "C", "H", "H", "H", "H", "H", "N", "C", "C", "C", "C", "H", "H", "H", "H", "H", "N", "C", "C", "C", "C", "H", "H", "H", "H", "H"], "coordinates": [[-4.2080, 0.6906, 0.3433], [-4.1218, 2.0167, -0.3736], [-3.0549, 2.4289, -0.7456], [-5.3830, 2.8316, -0.5582], [-4.6949, 0.8587, 1.3040], [-3.2205, 0.2504, 0.4817], [-4.8617, 0.0107, -0.2031], [-5.9746, 2.5234, -1.4203], [-5.1877, 3.8960, -0.6881], [-5.9490, 2.7086, 0.3652], [-1.4144, 3.4437, -3.8532], [-1.2637, 4.7392, -4.5301], [-1.2161, 5.7672, -3.8832], [-1.1140, 4.7080, -6.0438], [-1.2278, 2.6428, -4.5686], [-2.4745, 3.3256, -3.6288], [-0.8498, 3.3909, -2.9223], [-2.1179, 4.6079, -6.4565], [-0.3798, 3.9690, -6.3646], [-0.7584, 5.6961, -6.3360], [-1.5487, -2.7664, -0.8002], [-2.9713, -3.0347, -0.2920], [-3.8753, -2.3117, -0.6405], [-3.2040, -4.2620, 0.5653], [-1.4535, -1.8967, -1.4502], [-1.1805, -3.6034, -1.3934], [-0.8275, -2.6488, 0.0086], [-2.4069, -4.9852, 0.3922], [-4.1887, -4.6706, 0.3383], [-3.1388, -3.9095, 1.5946], [3.0810, -4.8691, 3.5608], [2.7102, -4.3639, 2.1859], [1.7321, -3.6779, 1.9488], [3.6204, -4.6455, 1.0544], [4.0856, -4.5199, 3.7994], [2.9971, -5.9518, 3.6546], [2.4682, -4.3648, 4.3080], [3.7773, -5.7114, 0.8892], [4.5500, -4.0990, 1.2131], [3.2258, -4.2156, 0.1337], [3.2840, 2.2656, 1.1277], [4.0806, 2.3448, -0.1113], [3.6324, 1.6833, -1.0470], [5.3494, 3.1556, -0.1410], [3.7246, 2.8099, 1.9629], [3.2124, 1.2086, 1.3844], [2.2922, 2.6711, 0.9277], [5.8433, 3.3483, 0.8113], [5.1111, 4.1180, -0.5941], [6.0623, 2.7101, -0.8348], [-1.3992, 3.4851, 6.4992], [-1.0258, 3.8823, 5.0820], [-0.1105, 4.6283, 4.8059], [-1.7223, 3.1660, 4.1990], [-1.6960, 3.3243, 2.7604], [-2.1954, 4.1529, 6.8283], [-0.5226, 3.5909, 7.1383], [-1.8110, 2.4764, 6.5318], [-2.4927, 2.5903, 4.5073], [-1.5915, 2.3585, 2.2660], [-0.8395, 3.8919, 2.3963], [-2.5686, 3.7703, 2.2832], [-4.5851, -3.9157, 4.9935], [-3.3212, -4.0915, 4.1622], [-2.8960, -5.1714, 3.8169], [-2.5899, -2.9904, 3.9489], [-1.3111, -2.9257, 3.2182], [-4.2724, -4.3866, 5.9255], [-5.3623, -4.5627, 4.5866], [-4.9017, -2.8775, 5.0940], [-2.7030, -2.2318, 4.6059], [-1.2510, -2.0349, 2.5930], [-1.3013, -3.7194, 2.4712], [-0.4384, -3.0961, 3.8487], [0.0991, 1.6842, -0.4311], [0.4608, 0.3190, 0.0136], [-0.2679, -0.2649, 0.7891], [1.6180, -0.0888, -0.4921], [2.1022, -1.4472, -0.2959], [-0.0035, 2.3730, 0.4075], [-0.9138, 1.7233, -0.8318], [0.8269, 2.1189, -1.1162], [2.2390, 0.5928, -0.9043], [1.2643, -2.0432, 0.0659], [2.9663, -1.4721, 0.3681], [2.3551, -1.8798, -1.2638], [2.7345, -1.6161, -4.1565], [3.8457, -1.3394, -3.4166], [4.6766, -2.3806, -3.4779], [4.0350, -3.3549, -4.2105], [2.8034, -2.9212, -4.5818], [1.9927, -0.9588, -4.3507], [3.9420, -0.3268, -3.0534], [5.6827, -2.4387, -3.0896], [4.3231, -4.3559, -4.4960], [2.0398, -3.3124, -5.2377], [0.5039, 1.0393, -6.4015], [1.1690, 1.6707, -5.3840], [0.9026, 1.0447, -4.2141], [-0.0713, 0.0161, -4.4188], [-0.3404, 0.1321, -5.7766], [0.4329, 1.2297, -7.3908], [1.9005, 2.4429, -5.5709], [1.3063, 1.3293, -3.2536], [-0.5036, -0.6691, -3.7046], [-1.0143, -0.4319, -6.4043], [-2.2987, 6.1371, -1.0442], [-2.8237, 7.3628, -0.6613], [-2.7543, 7.4182, 0.7394], [-1.9576, 6.3272, 1.1331], [-1.6289, 5.5691, 0.0038], [-2.3082, 5.7961, -1.9948], [-3.2376, 8.0654, -1.3694], [-3.2405, 8.2226, 1.2714], [-1.6041, 6.1579, 2.1394], [-1.1517, 4.6025, -0.0630], [1.5651, -0.4881, 3.2416], [1.0968, 0.7395, 3.6278], [1.9849, 1.4721, 4.3826], [3.0691, 0.6255, 4.5606], [2.7601, -0.5639, 3.8789], [1.0806, -1.1986, 2.7119], [0.1169, 1.0151, 3.2669], [1.8243, 2.4876, 4.7131], [3.9642, 0.9236, 5.0864], [3.3259, -1.4811, 3.8084], [1.9134, -6.3331, -3.0147], [0.7511, -7.0447, -2.7557], [0.0746, -6.4896, -1.7224], [0.8624, -5.3674, -1.3814], [1.9845, -5.2698, -2.1855], [2.6100, -6.5351, -3.7176], [0.5181, -7.9559, -3.2867], [-0.7895, -6.9286, -1.2459], [0.6851, -4.6876, -0.5611], [2.8370, -4.6201, -2.3179]]}